[1]
2 unconnected molecules or ions with the total composition C4H10O2. Source: the OMol25 dataset; level of theory: ωB97M-V/def2-TZVPD.

Last column: natural (NBO) charge in e.
Positions of all 16 atoms, in Å:
C  1.30  -1.62  -1.05  -0.6154
C  0.05  -0.74  -0.64  -0.4912
C  0.34  -0.99  0.78  0.4559
O  1.00  -0.26  1.49  -0.6055
H  1.91  -2.03  -0.21  0.2281
H  1.99  -0.98  -1.58  0.2315
H  0.99  -2.49  -1.62  0.2208
H  0.14  0.30  -0.95  0.2290
H  -0.93  -1.12  -0.97  0.2344
H  0.04  -2.01  1.09  0.1224
C  -1.26  2.27  0.44  -0.2482
O  -1.33  0.97  0.95  -0.7442
H  -0.39  2.44  -0.21  0.1529
H  -2.17  2.45  -0.15  0.1787
H  -1.23  3.00  1.26  0.1665
H  -0.47  0.81  1.37  0.4842

M	90.12	g mol⁻¹
HOMO-LUMO gap	0.3999	Ha
electronic energy	-308.82478	Eh
ΔE to the lowest compared entry with this formula, charge and spin	1.997	eV
charge	0
SMILES string	CCC=O.CO

=====

[2]
A molecular structure, C32H42N2OP2Sm. Source: the OMol25 dataset; level of theory: ωB97M-V/def2-TZVPD.

Last column: Mulliken charge in e.
Positions of all 80 atoms, in Å:
C  2.43  -2.51  -2.74  -0.7672
C  1.70  -1.34  -2.54  0.0904
C  0.28  -1.45  -2.51  0.8197
C  -0.34  -2.68  -2.70  -0.3216
C  0.41  -3.84  -2.76  -0.5633
C  1.80  -3.76  -2.78  -1.0244
C  -1.86  -2.72  -2.69  0.3643
C  -2.46  -1.41  -3.17  -0.1490
C  -1.75  -0.24  -2.92  0.4456
C  -2.30  1.02  -3.29  -0.0775
C  -3.57  1.05  -3.85  -0.6805
C  -4.32  -0.13  -4.00  -0.9949
C  -3.76  -1.36  -3.66  -0.7809
H  3.52  -2.45  -2.82  0.4114
H  -0.11  -4.80  -2.81  0.4778
H  2.39  -4.67  -2.87  0.4202
H  -2.19  -3.53  -3.35  1.1487
H  -4.01  2.01  -4.13  0.4294
H  -5.33  -0.07  -4.40  0.4018
H  -4.32  -2.29  -3.77  0.4893
N  -0.53  -0.33  -2.21  0.3045
Sm  -0.60  0.36  -0.18  0.3511
C  2.38  0.00  -2.33  -1.4164
H  1.97  0.77  -3.01  0.3516
H  3.46  -0.10  -2.50  0.5337
C  -1.52  2.31  -3.05  -0.9535
H  -0.48  2.21  -3.38  0.2864
H  -2.00  3.14  -3.59  0.5915
P  2.16  0.67  -0.59  1.5170
P  -1.50  2.81  -1.24  0.9427
C  -3.22  3.35  -0.97  -1.2348
H  -3.36  3.53  0.11  0.3872
H  -3.42  4.28  -1.52  0.3782
H  -3.93  2.57  -1.28  0.3734
C  -0.60  4.40  -1.31  -1.2636
H  -1.07  5.09  -2.02  0.4644
H  -0.61  4.84  -0.30  0.3973
H  0.44  4.22  -1.61  0.2833
C  3.21  -0.51  0.35  -1.3570
H  4.27  -0.36  0.10  0.5737
H  3.06  -0.34  1.43  0.2556
H  2.91  -1.54  0.14  0.2271
C  3.19  2.17  -0.58  -1.3498
H  3.00  2.73  0.35  0.3309
H  4.25  1.91  -0.63  0.4483
H  2.94  2.82  -1.44  0.3908
C  -2.34  -2.96  -1.33  -0.4658
O  -2.14  -2.24  -0.36  -0.4022
H  -2.90  -3.90  -1.44  0.3739
C  3.35  -1.49  4.78  -1.7934
C  2.22  -1.54  3.80  0.5435
C  1.91  -2.73  3.11  -0.9751
C  0.83  -2.81  2.23  0.1859
C  0.50  -4.10  1.53  -1.4370
C  0.03  -1.68  2.05  -0.7758
C  0.37  -0.42  2.65  0.4748
C  1.45  -0.40  3.57  -0.3154
N  -0.34  0.69  2.22  0.0713
C  -0.58  1.87  3.09  1.2282
C  -0.87  1.45  4.52  -1.7090
C  0.63  2.82  3.03  -1.1652
C  -1.81  2.61  2.56  -1.4375
H  3.00  -1.62  5.81  0.3347
H  4.07  -2.29  4.57  0.4207
H  3.88  -0.53  4.73  0.3570
H  2.53  -3.61  3.28  0.3791
H  1.42  -4.67  1.31  0.3953
H  -0.13  -4.74  2.16  0.3667
H  -0.03  -3.92  0.59  0.0766
H  -0.92  -1.77  1.49  1.3061
H  1.71  0.53  4.08  0.3218
H  -0.01  0.95  4.99  0.4109
H  -1.10  2.33  5.12  0.4782
H  -1.72  0.77  4.55  0.3744
H  0.83  3.13  2.00  -0.0060
H  0.42  3.71  3.64  0.4800
H  1.53  2.34  3.42  0.2343
H  -1.64  3.09  1.58  -0.1708
H  -2.67  1.92  2.46  0.3883
H  -2.10  3.41  3.26  0.4985

M	683.01	g mol⁻¹
HOMO-LUMO gap (spin up / spin down)	0.2308 / 0.2416	Ha
electronic energy	-2769.83428	Eh
multiplicity	6
expectation value of S²	8.79
charge	+1

=====

[3]
3 unconnected molecules or ions with the total composition C34H43F9IN3O12P2S2Si. Source: the OMol25 dataset; level of theory: ωB97M-V/def2-TZVPD.

Last column: Mulliken charge in e.
Positions of all 107 atoms, in Å:
H  -5.51  -1.37  2.06  0.2778
N  -4.72  -0.96  2.57  -0.6570
C  -3.64  -1.37  2.06  -0.0977
C  -2.31  -0.92  2.57  -1.6171
C  -1.81  0.33  1.88  0.2883
C  -1.60  1.53  2.57  0.3005
C  -1.87  1.62  4.07  -2.2415
C  -0.62  1.16  4.87  -0.7892
C  0.11  2.28  5.56  0.9037
F  0.95  2.87  4.68  -0.3110
F  -0.70  3.25  6.03  -0.3542
C  1.01  1.81  6.74  0.3828
F  1.58  0.62  6.47  -0.3228
F  2.01  2.71  6.89  -0.3221
C  0.28  1.74  8.10  0.6103
F  -0.94  1.18  7.90  -0.2877
F  0.11  2.96  8.62  -0.2951
C  1.03  0.88  9.16  0.6613
F  0.83  -0.42  8.94  -0.2477
F  2.33  1.13  9.13  -0.2458
F  0.56  1.17  10.37  -0.2500
C  -1.17  2.66  1.87  -0.3558
N  -1.01  3.89  2.63  -0.3744
C  -1.91  4.70  2.54  0.4867
O  -2.68  5.53  2.53  -0.4402
C  -0.89  2.64  0.51  1.7991
P  -0.31  4.09  -0.47  0.2518
C  -1.82  5.07  -0.82  -1.1997
O  0.62  5.02  0.52  -0.5355
C  -1.07  1.43  -0.16  -1.1222
C  -1.54  0.32  0.51  1.4509
S  -1.80  -1.13  -0.49  -0.7590
C  -0.38  -1.03  -1.55  0.8734
C  0.33  -2.16  -1.96  0.3595
C  -0.08  -3.52  -1.51  -1.6384
S  -0.92  -4.41  -2.85  1.0141
O  -1.11  -3.50  -3.95  -0.6055
O  -2.14  -5.00  -2.37  -0.6324
C  1.41  -1.97  -2.80  -0.6924
C  1.80  -0.71  -3.20  2.4183
P  3.28  -0.45  -4.25  0.1148
O  4.32  -1.54  -3.59  -0.4587
I  2.54  -1.42  -6.37  -0.1542
C  1.10  0.44  -2.80  0.0898
C  1.54  1.81  -3.20  -2.1471
C  2.57  2.33  -2.15  -0.6513
O  2.17  1.97  -0.84  -0.0242
Si  3.32  1.26  0.14  0.6391
C  2.73  1.40  1.92  -0.8642
C  3.51  -0.57  -0.22  -0.8782
C  4.99  2.10  0.04  -1.3838
C  -0.02  0.25  -1.96  -1.0298
N  -0.81  1.33  -1.54  -0.4005
H  -3.63  -2.05  1.21  0.4744
H  -2.36  -0.76  3.63  0.4477
H  -1.59  -1.72  2.37  0.3284
H  -2.67  0.95  4.31  0.9400
H  -2.11  2.64  4.30  0.7164
H  -0.88  0.39  5.60  0.6413
H  0.10  0.70  4.20  0.3921
H  -2.29  5.52  0.05  0.3621
H  -1.49  5.85  -1.50  0.4247
H  -2.53  4.45  -1.36  0.3299
H  0.05  5.68  0.95  0.3374
H  0.75  -4.13  -1.18  0.5530
H  -0.83  -3.50  -0.72  0.4891
H  -0.07  -5.40  -3.25  0.1453
H  1.96  -2.85  -3.11  0.1185
H  3.96  -2.43  -3.61  0.3384
H  0.72  2.52  -3.21  0.1931
H  1.98  1.84  -4.19  0.7867
H  2.57  3.42  -2.22  0.3866
H  3.54  1.92  -2.42  0.4122
H  3.39  2.05  2.48  0.4992
H  2.77  0.42  2.38  0.4240
H  1.72  1.79  1.99  -0.2032
H  2.52  -1.02  -0.25  -0.0263
H  4.04  -1.05  0.60  0.6021
H  4.07  -0.77  -1.13  0.2740
H  4.94  3.17  0.19  0.3357
H  5.53  1.88  -0.88  0.3986
H  5.61  1.69  0.84  0.3736
H  -0.50  2.21  -1.93  -0.0554
C  -3.06  1.95  -5.88  -0.4459
O  -2.72  2.84  -6.95  -0.3302
C  -2.01  3.90  -6.58  0.8340
O  -1.66  4.16  -5.46  -0.5393
O  -1.75  4.63  -7.67  -0.3423
C  -1.00  5.82  -7.41  -0.6045
H  -3.62  1.14  -6.32  0.2366
H  -2.16  1.56  -5.41  0.1327
H  -3.67  2.46  -5.14  0.2839
H  -0.02  5.57  -7.00  0.2809
H  -1.53  6.48  -6.74  0.2863
H  -0.86  6.31  -8.37  0.2142
C  -2.34  -8.38  -2.18  -0.4064
O  -1.31  -9.37  -2.08  -0.3227
C  -0.73  -9.44  -0.88  0.8036
O  -1.00  -8.77  0.08  -0.5444
O  0.20  -10.40  -0.93  -0.3278
C  0.91  -10.59  0.30  -0.6283
H  -2.72  -8.42  -3.20  0.2276
H  -3.15  -8.61  -1.49  0.3010
H  -1.95  -7.39  -1.98  0.1156
H  0.22  -10.89  1.09  0.2925
H  1.43  -9.68  0.58  0.2906
H  1.62  -11.38  0.12  0.2169

M	1137.78	g mol⁻¹
HOMO-LUMO gap	0.2961	Ha
electronic energy	-5353.75709	Eh
charge	0
SMILES string	[H]/N=C/Cc1c(CCC(F)(F)C(F)(F)C(F)(F)C(F)(F)F)c(N=C=O)c(P(C)O)c2c1Sc1c(C[SH](=O)=O)cc(P(O)I)c(CCO[Si](C)(C)C)c1N2.COC(=O)OC.COC(=O)OC

=====

[4]
A single C6H10O molecule. Source: the OMol25 dataset; level of theory: ωB97M-V/def2-TZVPD.

Last column: natural (NBO) charge in e.
Positions of all 17 atoms, in Å:
C  1.54  1.17  -0.29  -0.4034
C  0.29  1.90  -0.62  -0.3821
C  0.35  0.97  0.61  -0.2352
C  -0.35  -0.41  0.66  -0.0672
C  -1.56  0.27  0.23  -0.1292
C  -0.55  -2.43  -0.48  -0.2535
O  0.25  -1.29  -0.26  -0.5448
H  1.81  0.32  -0.90  0.2449
H  2.37  1.72  0.15  0.2219
H  0.22  2.96  -0.40  0.2214
H  -0.28  1.57  -1.47  0.2483
H  0.38  1.47  1.58  0.2315
H  -0.26  -0.81  1.69  0.1869
H  -1.96  0.78  1.13  0.1204
H  -1.54  -2.15  -0.85  0.1864
H  -0.66  -3.03  0.44  0.1602
H  -0.04  -3.04  -1.23  0.1935

M	98.14	g mol⁻¹
HOMO-LUMO gap	0.3379	Ha
electronic energy	-309.66605	Eh
ΔE to the lowest compared entry with this formula, charge and spin	4.798	eV
charge	0

=====

What did the fourth record say?
A single C6H10O molecule. Source: the OMol25 dataset; level of theory: ωB97M-V/def2-TZVPD.

Last column: natural (NBO) charge in e.
Positions of all 17 atoms, in Å:
C  1.54  1.17  -0.29  -0.4034
C  0.29  1.90  -0.62  -0.3821
C  0.35  0.97  0.61  -0.2352
C  -0.35  -0.41  0.66  -0.0672
C  -1.56  0.27  0.23  -0.1292
C  -0.55  -2.43  -0.48  -0.2535
O  0.25  -1.29  -0.26  -0.5448
H  1.81  0.32  -0.90  0.2449
H  2.37  1.72  0.15  0.2219
H  0.22  2.96  -0.40  0.2214
H  -0.28  1.57  -1.47  0.2483
H  0.38  1.47  1.58  0.2315
H  -0.26  -0.81  1.69  0.1869
H  -1.96  0.78  1.13  0.1204
H  -1.54  -2.15  -0.85  0.1864
H  -0.66  -3.03  0.44  0.1602
H  -0.04  -3.04  -1.23  0.1935

M	98.14	g mol⁻¹
HOMO-LUMO gap	0.3379	Ha
electronic energy	-309.66605	Eh
ΔE to the lowest compared entry with this formula, charge and spin	4.798	eV
charge	0

=====

Question: Which value of M does entry 1 give?
Answer: 90.12 g mol⁻¹